Record 1
C15H24O7 | ωB97M-V/def2-TZVPD

Geometry as XYZ:
```
46
Properties=species:S:1:pos:R:3:mulliken_charge:R:1
O -4.740 -0.108 1.846 -0.588
O -0.983 -0.306 -1.113 -0.678
O -3.171 -1.073 0.483 -0.510
O 1.087 2.383 -2.596 -0.674
O 1.743 0.633 -4.483 -0.639
O 2.425 0.291 -1.222 -0.472
O 1.584 1.358 0.643 -0.348
C 1.258 0.024 2.713 -1.492
C -1.230 0.036 2.145 -0.751
C 1.144 0.055 -3.336 0.098
C -0.117 0.704 2.895 -0.989
C -2.955 1.755 2.972 -1.482
C 4.001 -0.899 2.368 -0.973
C 0.326 1.184 -2.646 -0.346
C 2.680 2.123 2.614 -1.675
C -3.578 -0.253 1.509 0.471
C 3.482 0.061 1.542 -0.613
C 2.241 0.874 1.837 1.559
C -2.529 0.502 2.229 0.640
C 1.266 0.395 -0.358 -0.406
C -0.032 0.789 -1.156 0.315
C 2.230 -0.499 -2.416 -0.680
H 1.775 2.722 2.773 0.352
H 3.112 1.883 3.589 0.366
H 3.133 -0.572 -3.001 0.435
H -2.235 -0.851 0.322 0.352
H -3.619 1.494 3.781 0.332
H 1.649 -0.123 3.723 0.620
H 4.884 -1.428 2.087 0.326
H -0.987 -0.866 1.619 1.010
H 1.190 -0.960 2.239 0.584
H 3.385 2.724 2.014 0.447
H -0.494 1.656 -0.681 0.303
H -0.318 0.706 3.980 0.530
H -1.785 -0.049 -1.676 0.422
H 1.804 2.327 -1.914 0.446
H 4.043 0.217 0.607 0.298
H 3.599 -1.203 3.323 0.256
H -2.120 2.318 3.391 0.387
H -0.594 1.364 -3.210 0.543
H -0.105 1.766 2.551 0.376
H 1.955 -1.500 -2.100 0.329
H 1.090 -0.588 0.080 0.434
H 0.495 -0.774 -3.615 0.348
H 1.821 1.588 -4.296 0.418
H -3.467 2.462 2.284 0.319
```

Results
total charge	0
SMILES string	C=C[C@](C)(CC/C=C(\C)C(=O)O)O[C@@H]1OC[C@H](O)[C@H](O)[C@H]1O
energy relative to the best compared isomer or geometry (same formula, charge and spin)	10.4	kJ/mol
highest occupied orbital energy	-9.646	eV


Record 2
C15H25AgF9O7 | ωB97M-V/def2-TZVPD

Geometry as XYZ:
```
57
Properties=species:S:1:pos:R:3:mulliken_charge:R:1
Ag 0.264 -0.243 0.552 1.162
F 3.397 -2.464 -2.899 -0.288
F 4.046 -1.046 -4.414 -0.296
F 2.975 1.588 2.074 -0.319
F 4.300 -0.489 -2.318 -0.268
F -4.715 -2.912 1.052 -0.284
F 2.771 1.990 0.075 -0.252
F 3.316 3.489 1.380 -0.317
F -5.791 -1.748 -0.304 -0.311
F -4.028 -2.803 -1.025 -0.254
O 1.183 -1.008 -4.100 -0.274
O -2.124 -0.895 0.121 -0.721
O 0.527 3.819 0.606 -0.209
O 1.387 -0.591 -1.939 -0.456
O 0.209 1.864 1.797 -0.745
O -3.769 -0.245 1.582 -0.282
O 1.706 -1.319 2.394 -0.863
C 1.231 -0.524 -5.471 -0.196
C -3.553 -0.914 0.348 -0.230
C -3.625 0.007 3.914 -1.142
C 0.331 -3.291 1.876 -1.276
C -4.535 -2.134 0.011 0.915
C 3.477 -1.153 -3.241 0.810
C 1.688 -3.153 4.007 -1.751
C 2.525 2.480 1.276 0.948
C 0.281 -1.281 -6.389 -1.279
C 0.202 5.899 -0.527 -1.135
C -3.568 -0.993 2.776 0.041
C 1.068 2.929 1.641 -0.289
C 2.086 -0.454 -3.171 -0.335
C 0.899 -2.326 2.975 0.922
C 1.217 5.060 0.225 -0.248
H -4.362 0.770 3.664 0.320
H -2.631 -1.549 2.800 0.110
H 1.051 3.510 2.563 -0.010
H 0.263 5.629 -1.581 0.308
H 2.678 -3.505 3.718 0.335
H 1.138 -4.048 4.299 0.399
H 2.206 -0.601 -5.952 0.231
H 0.488 -2.348 -6.477 0.291
H -0.293 -3.966 2.461 0.345
H -2.603 0.379 3.843 0.170
H 1.958 4.758 -0.515 0.202
H -3.782 -0.074 -0.308 0.018
H -0.835 5.624 -0.331 0.283
H -0.198 -2.660 1.162 0.203
H 1.054 -3.893 1.326 0.368
H -3.794 -0.596 4.806 0.360
H 0.033 -1.933 3.506 -0.114
H 0.409 6.925 -0.223 0.312
H 1.599 5.520 1.136 0.299
H 0.357 -0.808 -7.368 0.393
H 1.750 -2.465 4.849 0.424
H 1.078 0.549 -5.588 0.324
H 2.116 0.593 -3.472 0.112
H -0.771 -1.149 -6.136 0.303
H -4.286 -1.797 2.935 0.236
```

Results
total charge	-3
energy relative to the best compared isomer or geometry (same formula, charge and spin)	276.8	kJ/mol
highest occupied orbital energy	1.964	eV


Record 3
C15H25BN5O2 | ωB97M-V/def2-TZVPD

Geometry as XYZ:
```
48
Properties=species:S:1:pos:R:3:mulliken_charge:R:1
O -0.622 0.721 -2.800 -0.279
O -4.759 -2.025 0.495 -0.532
N -3.685 1.248 -0.740 -0.199
N -3.205 -0.034 -0.390 0.858
N -2.864 1.852 -1.719 -0.351
N -2.063 -0.445 -1.077 0.401
N 0.719 -3.281 0.347 -0.496
C 3.706 1.720 1.689 -1.044
C 0.529 -4.402 -0.617 -0.196
C 0.245 1.939 0.498 -0.538
C -1.817 0.783 -1.945 0.100
C -3.907 -0.211 2.261 -0.421
C 3.505 1.085 0.156 0.595
C -1.520 -2.952 -2.134 -0.367
C 5.027 1.166 -0.533 -1.302
C 1.025 1.365 -0.857 0.949
C -2.523 -0.596 3.051 -0.573
C -1.275 -1.755 -0.989 0.473
C -0.535 -4.255 -1.839 -0.332
C 0.295 1.780 -2.265 -0.740
C -0.146 -2.086 0.136 -0.070
C 2.545 2.030 -0.804 -1.157
B -3.961 -0.797 0.690 0.045
H 1.166 0.200 -0.842 -0.125
H -0.405 2.892 0.268 0.300
H 2.470 3.105 -0.308 0.271
H -0.537 1.083 0.780 -0.105
H 3.167 0.986 2.453 0.221
H -2.728 -1.352 3.951 0.290
H 3.123 2.754 1.802 0.239
H 1.161 1.870 -3.081 0.313
H -0.217 2.845 -2.241 0.307
H -3.933 0.979 2.186 0.213
H 4.938 0.740 -1.621 0.338
H -1.759 -1.075 2.304 -0.029
H 1.142 -5.415 -0.521 0.323
H -2.274 -2.864 -3.023 0.341
H -0.632 -5.181 -2.579 0.296
H 5.299 2.312 -0.537 0.302
H 5.715 0.522 0.167 0.385
H 4.836 1.909 1.941 0.356
H 0.012 -1.211 0.936 0.241
H 3.139 -0.049 0.195 0.170
H 3.007 2.183 -1.873 0.348
H 0.946 2.047 1.429 0.247
H -5.495 -1.951 1.200 0.362
H -4.885 -0.522 2.864 0.326
H -1.967 0.342 3.538 0.246
```

Results
total charge	+1
SMILES string	CCB(O)n1nnc(OC[C@H](C)CC(C)C)[n+]1-c1cccnc1
highest occupied orbital energy	-12.764	eV